(1)
{
  "formula": "C22H21F5O8P2S2Ti",
  "method": "ωB97M-V with the def2-TZVPD basis set",
  "charge": 2,
  "lumo_energy_ev": [-8.26, -8.26],
  "orbital_gap_ev": [6.05, 6.05],
  "symbols": ["Ti", "C", "C", "O", "P", "O", "O", "O", "P", "O", "O", "O", "H", "H", "H", "H", "H", "H", "H", "O", "S", "C", "C", "C", "C", "C", "C", "C", "C", "C", "C", "C", "C", "C", "C", "H", "H", "H", "H", "H", "H", "H", "H", "H", "H", "H", "H", "H", "H", "F", "C", "C", "F", "C", "F", "C", "S", "C", "F", "C", "F"],
  "positions_angstrom": [[-0.446, 0.309, -0.109], [0.209, 5.169, 0.416], [-0.117, 3.988, -0.474], [-0.020, 4.466, -1.918], [-1.791, 3.279, 0.068], [-2.386, 4.288, 1.123], [-2.717, 3.684, -1.147], [-1.901, 1.739, 0.363], [1.017, 2.574, -0.354], [2.555, 2.949, -0.553], [0.557, 1.486, -1.412], [0.699, 1.920, 0.976], [-0.563, 5.970, 0.216], [1.232, 5.481, 0.208], [0.195, 4.882, 1.456], [-0.548, 3.902, -2.577], [-2.829, 3.944, 1.924], [-2.967, 3.010, -1.833], [2.707, 3.411, -1.397], [0.660, -0.926, 0.565], [2.314, -1.182, 0.729], [2.438, -1.574, 2.460], [1.726, -0.548, 3.305], [2.335, 0.606, 3.717], [1.720, 1.673, 4.376], [0.382, 1.538, 4.627], [-0.217, 0.295, 4.372], [0.390, -0.735, 3.698], [2.569, -3.025, 0.217], [1.316, -3.878, 0.277], [0.377, -3.904, -0.755], [-0.745, -4.749, -0.672], [-0.917, -5.437, 0.497], [-0.157, -5.199, 1.586], [1.019, -4.474, 1.514], [3.522, -1.665, 2.659], [1.997, -2.526, 2.696], [3.390, 0.665, 3.503], [2.294, 2.543, 4.757], [-0.275, 2.354, 5.047], [-1.187, 0.036, 4.793], [-0.088, -1.707, 3.554], [3.339, -3.374, 0.951], [2.944, -2.883, -0.798], [0.533, -3.357, -1.688], [-1.398, -4.995, -1.516], [-1.821, -6.012, 0.633], [-0.441, -5.585, 2.555], [1.738, -4.404, 2.338], [-1.711, 0.050, -7.342], [-1.750, -0.130, -6.037], [-2.257, 0.904, -5.186], [-2.779, 2.021, -5.751], [-2.372, 0.705, -3.850], [-2.923, 1.648, -3.033], [-1.943, -0.501, -3.177], [-2.134, -0.884, -1.488], [-1.493, -1.518, -4.050], [-1.120, -2.743, -3.563], [-1.363, -1.311, -5.384], [-0.795, -2.265, -6.112]]
}


(2)
{
  "formula": "C22H21FN4O2",
  "method": "ωB97M-V with the def2-TZVPD basis set",
  "charge": 0,
  "lumo_energy_ev": 0.53,
  "orbital_gap_ev": 8.54,
  "symbols": ["N", "C", "C", "C", "N", "C", "H", "C", "N", "C", "C", "H", "H", "H", "H", "C", "C", "C", "C", "C", "C", "C", "H", "H", "H", "H", "H", "H", "H", "H", "H", "H", "O", "C", "N", "C", "H", "O", "C", "C", "C", "C", "C", "C", "H", "H", "F", "H", "H", "H"],
  "positions_angstrom": [[4.778, 1.204, -0.172], [3.712, 1.444, -0.527], [2.417, 1.730, -0.963], [1.211, 1.714, -0.265], [0.904, 1.533, 1.034], [-0.479, 1.324, 1.426], [-0.627, 1.811, 2.394], [-0.766, -0.185, 1.538], [0.156, -0.874, 2.417], [1.525, -0.610, 2.029], [1.842, 0.894, 1.935], [1.730, 1.365, 2.916], [2.861, 1.051, 1.586], [1.685, -1.062, 1.044], [2.202, -1.088, 2.738], [-0.124, -0.695, 3.833], [-1.451, -1.311, 4.191], [-2.390, -0.612, 4.936], [-3.601, -1.197, 5.267], [-3.886, -2.484, 4.848], [-2.956, -3.186, 4.098], [-1.745, -2.603, 3.774], [-1.015, -3.140, 3.186], [-3.176, -4.190, 3.768], [-4.832, -2.939, 5.103], [-4.322, -0.644, 5.851], [-2.173, 0.395, 5.266], [-0.113, 0.360, 4.153], [0.666, -1.216, 4.384], [-0.675, -0.635, 0.543], [-1.784, -0.344, 1.898], [-1.140, 1.786, 0.695], [0.236, 2.059, -1.135], [0.875, 2.272, -2.328], [2.143, 2.089, -2.263], [0.072, 2.672, -3.519], [-0.724, 3.351, -3.199], [-0.607, 1.590, -4.122], [0.096, 0.694, -4.880], [-0.680, -0.274, -5.522], [-0.090, -1.226, -6.326], [1.285, -1.204, -6.485], [2.071, -0.261, -5.855], [1.476, 0.694, -5.047], [2.099, 1.413, -4.540], [3.141, -0.273, -5.991], [1.871, -2.134, -7.273], [-0.679, -1.977, -6.827], [-1.748, -0.257, -5.376], [0.728, 3.178, -4.235]]
}


(3)
{
  "formula": "C22H21N3O4S3",
  "method": "ωB97M-V with the def2-TZVPD basis set",
  "charge": 0,
  "lumo_energy_ev": 0.20,
  "orbital_gap_ev": 8.07,
  "symbols": ["C", "C", "H", "H", "O", "C", "O", "C", "H", "H", "S", "C", "N", "C", "C", "C", "O", "N", "C", "C", "C", "C", "C", "O", "H", "H", "H", "H", "H", "S", "C", "S", "N", "C", "H", "H", "C", "C", "C", "C", "C", "C", "C", "H", "H", "H", "H", "H", "H", "H", "H", "H", "H"],
  "positions_angstrom": [[3.404, -4.356, -0.511], [2.058, -3.651, -0.576], [1.560, -3.689, 0.399], [1.415, -4.092, -1.340], [2.202, -2.281, -0.964], [2.524, -1.413, -0.013], [2.747, -1.692, 1.135], [2.663, -0.004, -0.555], [3.641, 0.116, -1.022], [2.542, 0.707, 0.261], [1.454, 0.361, -1.852], [0.021, -0.239, -1.067], [0.155, -0.644, 0.162], [-0.950, -1.129, 0.757], [-2.152, -1.284, 0.096], [-2.331, -0.830, -1.243], [-3.336, -0.861, -1.916], [-1.127, -0.281, -1.775], [-1.212, 0.290, -3.114], [-1.384, 1.770, -3.053], [-2.469, 2.530, -2.727], [-2.039, 3.877, -2.796], [-0.727, 3.831, -3.154], [-0.320, 2.561, -3.308], [-0.004, 4.602, -3.331], [-2.627, 4.752, -2.606], [-3.446, 2.168, -2.481], [-0.303, 0.043, -3.669], [-2.088, -0.170, -3.580], [-3.353, -1.973, 1.151], [-2.184, -2.001, 2.476], [-2.509, -2.519, 3.990], [-0.973, -1.531, 2.055], [0.099, -1.243, 2.982], [0.092, -2.015, 3.755], [1.038, -1.272, 2.428], [-0.112, 0.142, 3.620], [-0.189, 1.189, 2.548], [0.965, 1.798, 2.071], [0.907, 2.687, 1.013], [-0.306, 2.967, 0.405], [-1.464, 2.377, 0.881], [-1.405, 1.501, 1.952], [-2.316, 1.056, 2.329], [-2.413, 2.596, 0.415], [-0.350, 3.650, -0.430], [1.808, 3.164, 0.653], [1.913, 1.569, 2.538], [-1.034, 0.122, 4.204], [0.725, 0.335, 4.291], [3.917, -4.276, -1.467], [4.022, -3.910, 0.263], [3.251, -5.406, -0.278]]
}


(4)
{
  "formula": "C22H21NO4Pb",
  "method": "ωB97M-V with the def2-TZVPD basis set",
  "charge": 2,
  "lumo_energy_ev": -10.47,
  "orbital_gap_ev": 2.30,
  "symbols": ["C", "C", "O", "C", "C", "C", "C", "C", "O", "C", "C", "C", "C", "C", "O", "C", "C", "N", "C", "C", "C", "C", "C", "C", "C", "C", "O", "H", "H", "H", "H", "H", "H", "H", "H", "H", "H", "H", "H", "H", "H", "H", "H", "H", "H", "H", "H", "H", "Pb"],
  "positions_angstrom": [[-1.214, 0.172, -3.864], [-0.237, -0.325, -2.808], [-0.827, -0.592, -1.636], [-0.054, -1.443, -0.822], [-0.198, -2.820, -0.918], [-1.196, -3.409, -1.894], [-1.467, -4.896, -1.630], [-2.878, -5.292, -1.448], [-1.831, -5.209, -0.345], [0.585, -3.586, -0.061], [1.444, -3.018, 0.864], [1.555, -1.640, 0.942], [0.815, -0.851, 0.080], [1.013, 0.631, 0.123], [1.064, 1.273, -0.919], [1.199, 1.162, 1.469], [0.663, 2.411, 1.852], [-0.085, 3.116, 0.971], [-0.445, 4.345, 1.067], [0.511, 5.457, 1.359], [-1.868, 4.697, 0.808], [0.897, 2.828, 3.178], [1.643, 2.068, 4.032], [2.173, 0.834, 3.647], [1.933, 0.378, 2.374], [2.446, -0.943, 1.918], [3.490, -1.426, 2.285], [-2.193, -0.229, -3.613], [-1.291, 1.253, -3.818], [-0.978, -0.161, -4.877], [0.545, 0.512, -2.636], [0.269, -1.314, -3.134], [-2.146, -2.896, -1.769], [-0.844, -3.341, -2.929], [-0.845, -5.613, -2.164], [-3.610, -4.619, -1.032], [-3.088, -6.349, -1.502], [0.510, -4.661, -0.089], [2.032, -3.645, 1.516], [0.520, 6.151, 0.523], [0.210, 5.983, 2.264], [1.508, 5.052, 1.502], [-2.323, 3.899, 0.227], [-1.974, 5.617, 0.239], [-2.397, 4.751, 1.758], [0.483, 3.766, 3.515], [1.829, 2.406, 5.040], [2.754, 0.240, 4.335], [1.901, -0.722, -3.977]]
}


(5)
{
  "formula": "C22H21NO4S",
  "method": "ωB97M-V with the def2-TZVPD basis set",
  "charge": 0,
  "lumo_energy_ev": 0.53,
  "orbital_gap_ev": 8.73,
  "symbols": ["C", "C", "O", "N", "C", "C", "C", "C", "C", "C", "H", "H", "O", "C", "C", "C", "C", "C", "C", "C", "H", "H", "S", "O", "O", "C", "C", "C", "C", "C", "C", "C", "H", "H", "H", "H", "H", "H", "H", "H", "H", "H", "H", "H", "H", "H", "H", "H", "H"],
  "positions_angstrom": [[8.357, -3.071, 2.938], [7.071, -2.999, 2.137], [6.874, -3.654, 1.141], [6.180, -2.115, 2.675], [4.898, -1.773, 2.231], [4.314, -2.329, 1.094], [3.047, -1.946, 0.714], [2.327, -1.003, 1.448], [2.908, -0.447, 2.581], [4.181, -0.833, 2.963], [4.620, -0.392, 3.847], [2.387, 0.285, 3.178], [1.082, -0.705, 0.974], [0.300, 0.240, 1.669], [-1.030, 0.372, 0.976], [-1.663, 1.607, 0.899], [-2.881, 1.725, 0.253], [-3.453, 0.605, -0.317], [-2.848, -0.633, -0.234], [-1.635, -0.750, 0.422], [-1.138, -1.705, 0.491], [-3.337, -1.488, -0.674], [-4.937, 0.784, -1.311], [-5.543, 2.056, -1.022], [-5.751, -0.395, -1.181], [-4.263, 0.836, -3.029], [-3.013, 1.632, -2.964], [-1.772, 1.006, -2.906], [-0.619, 1.748, -2.724], [-0.693, 3.125, -2.600], [-1.924, 3.757, -2.666], [-3.078, 3.016, -2.846], [-4.040, 3.503, -2.877], [-1.985, 4.831, -2.574], [0.206, 3.705, -2.454], [0.337, 1.249, -2.674], [-1.709, -0.068, -2.999], [-4.106, -0.196, -3.327], [-5.041, 1.299, -3.630], [-3.394, 2.670, 0.174], [-1.200, 2.479, 1.336], [0.135, -0.093, 2.707], [0.807, 1.215, 1.696], [2.587, -2.371, -0.164], [4.859, -3.058, 0.519], [6.472, -1.631, 3.513], [8.844, -2.098, 2.954], [8.148, -3.377, 3.961], [9.022, -3.795, 2.477]]
}


Sequential electronic energy output: -116474.910; -35926.634; -68322.249; -38060.187; -43670.237 eV